[1]
C4H5NO3 | the ωB97M-V functional and the def2-TZVPD basis

Cartesian coordinates (Å):
N1 -0.14156 1.69705 -0.01835
C1 0.22892 0.43767 0.01185
C2 -0.71518 -0.52891 0.29014
C3 -2.04668 -0.45150 -0.14952
O1 -2.66354 -1.48136 -0.30252
O2 1.53998 0.27827 -0.33076
C4 2.16107 -0.86135 -0.24086
O3 1.75915 -1.92346 0.14073
H1 -0.95190 1.97913 0.54880
H2 0.53252 2.43942 -0.04602
H3 -0.38617 -1.35565 0.90604
H4 -2.56022 0.55608 -0.26746
H5 3.24360 -0.78539 -0.54207

Forces on atoms 1 to 3 (eV/Å):
N -0.9148 3.2172 0.2998
C -1.8455 -1.8800 0.4366
C 3.1544 0.1548 0.9061

Summary:
**Structure (SMILES)**: N/C(=C\C=O)OC=O
**DFT total energy**: -11859.7173 eV
**Kohn-Sham gap**: 8.775 eV
**Charge**: 0
**ΔE to the lowest compared entry with this formula, charge and spin**: 220.3 kJ/mol

***

[2]
C4H5NO3 | the ωB97M-V functional and the def2-TZVPD basis

Cartesian coordinates (Å):
C1 -1.28794 0.05077 0.06313
C2 -0.69500 -1.17279 0.16786
C3 0.81239 -0.88006 0.09346
C4 0.90307 0.53421 0.32764
H1 -3.05678 -0.73115 -0.84326
H2 -1.01561 -2.34336 -0.75597
H3 2.67137 -0.98922 -0.20355
H4 1.28282 2.46125 0.35266
H5 -0.55856 2.05563 1.38570
N1 -0.36847 0.99851 0.00555
O1 -2.54967 0.14057 -0.15619
O2 1.92477 -1.65409 0.00777
O3 1.93762 1.52971 -0.44480

Forces on atoms 1 to 3 (eV/Å):
C 0.4390 -4.1303 -0.2941
C 3.4940 -4.4727 -3.9296
C -0.1266 2.6210 1.7131

Summary:
**DFT total energy**: -11849.6381 eV
**Kohn-Sham gap**: 6.334 eV
**Charge**: 0
**ΔE to the lowest compared entry with this formula, charge and spin**: 1192.8 kJ/mol

***

[3]
C4H5NO3 | the ωB97M-V functional and the def2-TZVPD basis

Cartesian coordinates (Å):
C1 1.05499 0.30521 0.04036
C2 0.67699 1.61597 -0.00070
C3 -0.77408 1.60156 -0.15789
C4 -1.12622 0.19016 -0.09508
H1 2.27367 -1.16067 0.76737
H2 1.58580 2.37808 0.36234
H3 -1.29923 2.54080 0.40001
H4 -3.09380 0.07622 -0.39433
H5 -0.44348 -2.42501 0.10015
N1 -0.02554 -0.48448 0.29697
O1 2.19704 -0.15156 -0.18420
O2 -2.27481 -0.51386 0.05325
O3 0.34849 -1.87151 -0.12336

Forces on atoms 1 to 3 (eV/Å):
C -2.2569 3.7109 1.2257
C 2.6269 0.7079 0.9235
C -0.9174 -0.1703 2.7075

Summary:
**DFT total energy**: -11854.3845 eV
**Kohn-Sham gap**: 6.768 eV
**Charge**: 0
**ΔE to the lowest compared entry with this formula, charge and spin**: 734.9 kJ/mol

***

[4]
C4H5NO3 | the ωB97M-V functional and the def2-TZVPD basis

Cartesian coordinates (Å):
O1 -0.02890 -0.88801 2.27200
C1 1.01458 -0.91411 1.16239
C2 0.42010 0.01753 0.29301
N1 0.15181 1.29246 0.63714
C3 -0.75560 1.60485 -0.37065
O2 -0.73885 0.88978 -1.39253
C4 -0.02454 -0.21910 -1.00354
O3 0.11968 -1.28415 -1.83286
H1 -0.63540 0.14151 2.10434
H2 0.94625 -2.13454 1.01263
H3 2.00860 -0.88873 1.58667
H4 -1.19503 2.68905 -0.22076
H5 -0.92984 -1.53050 -1.80289

Forces on atoms 1 to 3 (eV/Å):
O -1.5897 4.3752 -0.7668
C -1.7258 -5.5915 4.0685
C 1.0674 -0.3687 -5.3932

Summary:
**Structure (SMILES)**: OCc1ncoc1O
**DFT total energy**: -11857.0583 eV
**Kohn-Sham gap**: 9.246 eV
**Charge**: 0
**ΔE to the lowest compared entry with this formula, charge and spin**: 476.9 kJ/mol